Here is the molecule C13H13NS in a non-equilibrium geometry from OMol25. Energies are from the ωB97M-V functional and the def2-TZVPD basis.

Structure (XYZ):
```
28
C13H13NS, DFT the ωB97M-V functional and the def2-TZVPD basis
S -2.19 0.11 0.91
N -0.82 -2.11 -1.69
C -0.13 -1.06 1.93
C -0.75 -0.97 0.68
C -0.29 -1.80 -0.40
C 0.79 -2.59 -0.19
C -0.06 1.93 0.40
C -1.67 4.04 1.50
C 0.37 3.22 0.41
C -0.09 -2.38 -2.87
C 1.60 -2.42 0.92
C 1.14 -1.63 2.00
C -2.12 2.70 1.43
C -0.42 4.29 0.94
C -1.36 1.69 0.91
H 1.71 -1.57 2.88
H -2.39 4.63 1.95
H -0.61 -0.55 2.64
H 0.11 5.36 0.90
H -1.73 -1.71 -1.66
H 0.33 -3.50 -2.83
H -3.08 2.57 1.90
H 1.33 3.40 -0.08
H 2.60 -2.95 1.10
H 0.81 -1.88 -2.87
H 0.43 1.00 0.11
H -0.48 -2.21 -3.83
H 1.08 -3.27 -0.95
```

Values from the calculation:
Total energy: -26014.706 eV
Relative energy (zero: lowest compared OMol25 entry of this formula, charge and spin): 243.8 kJ/mol
Multiplicity: 1
LUMO level: 0.830 eV
HOMO: -8.0 eV
SMILES string: CNc1ccccc1Sc1ccccc1

natural (NBO) atomic charge list, values in e, 6 entries:
1. S 0.266
2. N -0.614
3. C -0.168
4. C -0.240
5. C 0.177
6. C -0.268

Here is the molecule C13H14BrClN2O from OMol25. Energies are from the ωB97M-V functional and the def2-TZVPD basis.

Structure (XYZ):
```
32
C13H14BrClN2O, DFT the ωB97M-V functional and the def2-TZVPD basis
Br 0.77 -0.20 -2.55
Cl 0.31 3.08 1.88
O -0.59 1.63 -0.70
N -2.97 -2.11 1.37
N -3.37 -4.26 1.09
C 1.51 0.58 -1.00
C 3.36 0.91 0.49
C 2.83 0.34 -0.66
C 1.23 1.98 0.90
C 2.54 1.73 1.26
C -2.28 -2.78 2.35
C -3.60 -3.06 0.64
C -1.72 -0.28 0.32
C -2.95 -0.70 1.14
C -1.69 1.23 0.11
C 4.77 0.65 0.90
C -2.55 -4.10 2.16
C 0.67 1.40 -0.23
H 3.43 -0.30 -1.28
H -2.56 1.56 -0.45
H -1.67 1.74 1.07
H -2.95 -0.18 2.10
H 2.94 2.20 2.15
H 5.31 1.59 1.02
H -4.22 -2.83 -0.20
H -3.86 -0.42 0.60
H -1.74 -0.79 -0.65
H -2.20 -4.95 2.72
H -0.81 -0.60 0.85
H 5.29 0.04 0.17
H 4.80 0.14 1.86
H -1.69 -2.27 3.08
```

Values from the calculation:
Total energy: -101300.606 eV
Multiplicity: 1
LUMO level: 0.546 eV
HOMO: -8.8 eV
SMILES string: Cc1cc(Cl)c(OCCCn2ccnc2)c(Br)c1

natural (NBO) atomic charge list, values in e, 6 entries:
1. Br 0.079
2. Cl 0.013
3. O -0.499
4. N -0.342
5. N -0.456
6. C -0.084

Here is the molecule C13H14BrN3O from OMol25. Energies are from the ωB97M-V functional and the def2-TZVPD basis.

Structure (XYZ):
```
32
C13H14BrN3O, DFT the ωB97M-V functional and the def2-TZVPD basis
Br -5.73 -1.42 -0.24
O -0.49 2.15 -1.07
N -0.47 -0.10 -1.22
N 3.18 -1.77 0.50
N 3.44 -0.50 0.78
C -3.89 1.89 1.44
C -2.34 0.97 -0.16
C -2.67 1.93 0.78
C 2.67 0.23 -0.01
C 2.25 -1.89 -0.47
C 2.69 1.72 0.01
C -1.02 1.08 -0.85
C 3.87 -2.83 1.18
C 1.88 -0.60 -0.83
C -4.47 -0.05 0.19
C -3.26 -0.03 -0.47
C 0.85 -0.19 -1.83
C -4.80 0.89 1.15
H 3.16 -3.47 1.71
H 4.44 -3.43 0.48
H 0.80 -0.91 -2.65
H -4.13 2.64 2.18
H 4.54 -2.36 1.90
H -3.05 -0.77 -1.24
H 3.34 2.09 -0.78
H 1.70 2.12 -0.15
H -1.95 2.71 0.99
H -0.87 -0.96 -0.88
H 3.08 2.06 0.97
H 1.08 0.80 -2.22
H 1.92 -2.84 -0.83
H -5.75 0.85 1.65
```

Values from the calculation:
Total energy: -90268.880 eV
Relative energy (zero: lowest compared OMol25 entry of this formula, charge and spin): 36.4 kJ/mol
Multiplicity: 1
LUMO level: 0.571 eV
HOMO: -8.9 eV
SMILES string: Cc1nn(C)cc1CNC(=O)c1cccc(Br)c1

natural (NBO) atomic charge list, values in e, 6 entries:
1. Br 0.049
2. O -0.626
3. N -0.601
4. N -0.160
5. N -0.275
6. C -0.192

Here is the molecule C13H14ClNO4 from OMol25. Energies are from the ωB97M-V functional and the def2-TZVPD basis.

Structure (XYZ):
```
33
C13H14ClNO4, DFT the ωB97M-V functional and the def2-TZVPD basis
Cl 3.40 -1.62 -2.02
O -2.09 0.01 1.14
O 0.21 1.35 3.52
O -3.07 -1.91 1.77
O -2.32 -0.50 -1.41
N 0.17 1.36 1.26
C -0.99 -0.82 -1.48
C 0.97 -2.10 -0.96
C -0.23 -0.02 -2.34
C 1.12 -0.26 -2.50
C 2.43 1.32 0.34
C 1.39 2.11 1.08
C 3.14 1.79 -0.66
C -2.77 -1.11 0.93
C 1.72 -1.31 -1.81
C -1.64 0.27 2.46
C -0.32 1.05 2.47
C -0.38 -1.86 -0.79
C -3.14 -1.25 -0.55
H -0.72 0.78 -2.87
H 1.45 -2.91 -0.42
H -3.16 -2.31 -0.82
H -0.94 -2.49 -0.12
H -0.33 1.06 0.43
H 3.90 1.20 -1.15
H -2.39 0.87 2.99
H 3.01 2.80 -1.02
H 1.71 0.35 -3.16
H 1.18 3.05 0.56
H 1.75 2.33 2.09
H 2.57 0.30 0.69
H -1.51 -0.67 3.01
H -4.15 -0.84 -0.69
```

Values from the calculation:
Total energy: -35910.567 eV
Relative energy (zero: lowest compared OMol25 entry of this formula, charge and spin): 0.0 kJ/mol
Multiplicity: 1
LUMO level: 0.625 eV
HOMO: -8.9 eV
SMILES string: C=CCNC(=O)COC(=O)COc1ccc(Cl)cc1

natural (NBO) atomic charge list, values in e, 6 entries:
1. Cl 0.006
2. O -0.514
3. O -0.622
4. O -0.578
5. O -0.481
6. N -0.606

Here is the molecule C13H14F3N3O4S2 in a non-equilibrium geometry from OMol25. Energies are from the ωB97M-V functional and the def2-TZVPD basis.

Structure (XYZ):
```
39
C13H14F3N3O4S2, DFT the ωB97M-V functional and the def2-TZVPD basis
S 0.70 2.21 3.59
S -0.07 1.05 -2.12
F 2.01 -3.33 -5.81
F 2.50 -4.26 -3.84
F 0.43 -3.68 -4.30
O -2.48 0.42 0.78
O -1.31 0.80 -2.81
O 0.30 2.46 -1.98
O -1.57 -1.25 5.04
N -0.13 0.31 -0.59
N -1.29 0.56 3.71
N -0.35 1.14 0.62
C 0.14 0.53 3.98
C -0.89 2.83 2.96
C -1.55 1.03 1.29
C -3.46 -0.72 3.72
C -2.07 -0.44 4.27
C 2.00 -1.94 -3.99
C 0.98 -1.14 -3.45
C 2.57 0.63 -2.96
C 3.59 -0.10 -3.61
C 1.74 -3.30 -4.47
C 1.27 0.11 -2.90
C -1.74 1.54 2.73
C 3.26 -1.38 -4.09
H -0.76 3.50 2.07
H 2.73 1.58 -2.45
H 4.60 0.30 -3.67
H -1.37 3.40 3.77
H 0.46 1.41 1.15
H -2.81 1.78 2.86
H -0.08 -1.49 -3.42
H -4.08 0.17 3.74
H 4.06 -1.91 -4.61
H 0.62 -0.17 3.38
H -3.92 -1.48 4.32
H 0.29 0.26 5.02
H -0.91 -0.32 -0.63
H -3.39 -1.07 2.70
```

Values from the calculation:
Total energy: -56190.551 eV
Relative energy (zero: lowest compared OMol25 entry of this formula, charge and spin): 0.0 kJ/mol
Multiplicity: 1
LUMO level: -0.085 eV
HOMO: -9.5 eV
SMILES string: CC(=O)N1CSC[C@H]1C(=O)NNS(=O)(=O)c1cccc(C(F)(F)F)c1

natural (NBO) atomic charge list, values in e, 6 entries:
1. S 0.179
2. S 2.241
3. F -0.319
4. F -0.321
5. F -0.321
6. O -0.612

Here is a structure of composition C13H14F7FeN5O4S2 in a non-equilibrium geometry from OMol25. Energies are from the ωB97M-V functional and the def2-TZVPD basis.

Structure (XYZ):
```
46
C13H14F7FeN5O4S2, DFT the ωB97M-V functional and the def2-TZVPD basis
Fe 0.20 0.19 0.70
S -0.25 3.31 1.33
S 0.40 1.74 3.50
F 2.60 0.48 4.12
F 2.96 2.52 3.50
F 2.44 1.03 2.03
F 0.63 5.75 1.67
F -5.86 -0.23 -0.60
F 2.13 4.25 1.19
F 0.82 5.01 -0.36
O -0.13 0.61 2.71
O 0.28 2.22 0.50
O -1.60 3.69 1.08
O 0.14 1.71 4.89
N 0.10 3.11 2.84
N 3.55 -2.12 0.38
N 1.98 -0.88 -0.19
N 3.21 -1.14 -0.44
N 1.51 -1.66 0.80
C 4.92 -2.65 0.43
C 2.23 1.46 3.30
C 2.51 -2.43 1.16
C -2.35 -0.73 -1.22
C 5.82 -1.86 1.40
C 6.19 -0.49 0.83
C 0.91 4.70 0.92
C -4.54 -0.16 -0.45
C -1.89 -0.04 -0.14
C 5.19 -1.74 2.79
C -4.03 0.58 0.61
C -2.65 0.66 0.76
C -3.73 -0.80 -1.37
H 6.73 -2.46 1.49
H 4.34 -1.05 2.79
H -2.24 1.25 1.56
H -4.18 -1.35 -2.19
H 5.92 -1.34 3.49
H 4.86 -3.69 0.73
H 6.79 -0.60 -0.07
H 2.49 -3.20 1.92
H 5.31 0.10 0.59
H -1.70 -1.22 -1.93
H 4.86 -2.71 3.17
H 6.78 0.06 1.56
H 5.33 -2.58 -0.58
H -4.70 1.10 1.28
```

Values from the calculation:
Total energy: -104416.627 eV
Relative energy (zero: lowest compared OMol25 entry of this formula, charge and spin): 175.7 kJ/mol
Total charge: +1
Multiplicity: 2
LUMO level (spin up / spin down): -5.946 / -6.068 eV
HOMO (spin up / spin down): -12.8 / -12.7 eV

natural (NBO) atomic charge list, values in e, 6 entries:
1. Fe 1.343
2. S 2.239
3. S 2.274
4. F -0.295
5. F -0.275
6. F -0.350

Here is a structure of composition C13H14FeIN3Se in a non-equilibrium geometry from OMol25. Energies are from the ωB97M-V functional and the def2-TZVPD basis.

Structure (XYZ):
```
33
C13H14FeIN3Se, DFT the ωB97M-V functional and the def2-TZVPD basis
I -0.41 -1.64 -3.05
Se -3.23 3.87 -2.09
Fe 0.73 -1.08 -1.01
N 0.32 -2.09 0.83
N -2.59 2.00 -0.26
N 2.42 -0.83 0.07
C 3.41 0.04 -0.25
C 4.72 -0.16 0.18
C -0.98 -3.48 2.32
C -0.88 -2.50 1.31
C 4.99 -1.24 1.02
C -3.60 2.63 -0.81
C 2.66 -1.77 1.04
C 0.20 -4.01 2.87
C -2.09 0.92 0.08
C 3.95 -2.04 1.50
C 1.47 -2.47 1.48
C 0.22 1.05 -1.30
C 1.42 -3.46 2.48
H 4.13 -2.87 2.19
H -4.60 2.33 -0.50
H 5.49 0.53 -0.18
H -1.07 0.83 0.52
H 0.15 -4.84 3.59
H -0.59 1.26 -2.00
H -2.61 -0.05 0.12
H 2.37 -3.80 2.92
H 0.17 1.79 -0.50
H 1.14 1.28 -1.85
H 6.03 -1.46 1.29
H 3.11 0.87 -0.87
H -1.78 -2.04 0.89
H -1.97 -3.83 2.63
```

Values from the calculation:
Total energy: -126009.477 eV
Relative energy (zero: lowest compared OMol25 entry of this formula, charge and spin): 0.0 kJ/mol
Multiplicity: 5
LUMO level (spin up / spin down): -1.415 / -1.504 eV
HOMO (spin up / spin down): -6.6 / -7.5 eV

natural (NBO) atomic charge list, values in e, 6 entries:
1. I -0.571
2. Se -0.036
3. Fe 1.149
4. N -0.518
5. N -0.448
6. N -0.521

Here is the molecule C13H14N2O2 from OMol25. Energies are from the ωB97M-V functional and the def2-TZVPD basis.

Structure (XYZ):
```
31
C13H14N2O2, DFT the ωB97M-V functional and the def2-TZVPD basis
O 0.44 1.78 -1.93
O 1.07 -2.12 0.62
N 1.21 -0.25 -2.56
N -1.09 -0.22 0.13
C -0.89 0.50 2.43
C 1.64 -0.66 -1.24
C -1.90 1.46 2.18
C 0.55 -1.27 1.55
C -2.03 0.67 -0.05
C 0.88 -1.90 -0.76
C 0.58 0.93 -2.78
C 0.68 -0.59 3.87
C 0.09 1.09 -4.21
C -2.48 1.55 0.95
C 1.10 -1.38 2.81
C -0.49 -0.32 1.33
C -0.29 0.35 3.69
H 1.14 -0.72 4.84
H 1.26 -0.93 -3.30
H -0.18 -1.79 -1.00
H 1.43 0.18 -0.58
H 1.28 -2.81 -1.23
H 1.88 -2.12 2.95
H 2.72 -0.85 -1.24
H -0.37 2.06 -4.32
H 0.93 1.01 -4.90
H -0.62 0.99 4.50
H -0.63 0.31 -4.44
H -3.25 2.27 0.73
H -2.21 2.11 2.99
H -2.46 0.69 -1.04
```

Values from the calculation:
Total energy: -20783.594 eV
Relative energy (zero: lowest compared OMol25 entry of this formula, charge and spin): 36.8 kJ/mol
Multiplicity: 1
LUMO level: 0.470 eV
HOMO: -8.0 eV
SMILES string: CC(=O)NCCOc1cccc2cccnc12

natural (NBO) atomic charge list, values in e, 6 entries:
1. O -0.620
2. O -0.506
3. N -0.620
4. N -0.439
5. C -0.078
6. C -0.259